The following is a quantum chemistry calculation of a molecular structure, C21H24BrF5NO8PReTe, from the OMol25 dataset.

Positions of all 63 atoms, in Å:
1 Re -0.57 -1.29 0.35
2 O -0.48 -4.58 0.02
3 C -0.09 -4.85 1.35
4 C 0.73 -3.70 1.94
5 N -0.04 -2.44 2.13
6 C 0.77 -1.45 2.89
7 C 0.03 -0.11 2.89
8 O 0.24 0.72 3.74
9 O -0.83 0.01 1.91
10 C -1.31 -2.68 2.88
11 C -2.54 -2.67 1.97
12 O -3.57 -3.16 2.35
13 O -2.36 -2.09 0.81
14 H -1.43 -4.42 -0.06
15 H 0.56 -5.73 1.35
16 H -0.95 -5.09 1.98
17 H 1.57 -3.48 1.29
18 H 1.10 -4.02 2.92
19 H 1.73 -1.31 2.39
20 H 0.94 -1.79 3.92
21 H -1.46 -1.88 3.60
22 H -1.26 -3.61 3.43
23 F 1.20 1.75 -1.44
24 Te 1.92 -0.10 -1.53
25 F 3.47 0.76 -0.96
26 F 0.63 2.24 1.18
27 F -1.23 0.01 -0.93
28 F 3.04 -1.68 -1.40
29 O 1.26 -0.46 0.16
30 C -1.56 3.06 2.46
31 P -0.52 3.25 1.03
32 C -1.41 2.96 -0.46
33 C 0.27 4.83 1.04
34 C 1.10 5.14 2.12
35 C 1.75 6.36 2.16
36 C 1.56 7.28 1.13
37 C 0.74 6.97 0.06
38 C 0.09 5.75 0.01
39 H -0.93 2.91 3.34
40 H -2.18 2.18 2.34
41 H -2.17 3.96 2.57
42 H -2.16 3.74 -0.58
43 H -1.89 1.98 -0.40
44 H -0.71 2.94 -1.30
45 H 1.26 4.42 2.92
46 H 2.40 6.60 2.99
47 H 2.07 8.23 1.17
48 H 0.60 7.69 -0.74
49 H -0.54 5.51 -0.84
50 Br 3.41 -2.95 -5.50
51 C 1.55 -2.85 -5.17
52 C 0.67 -2.83 -6.24
53 C -0.69 -2.77 -5.99
54 C -1.17 -2.72 -4.69
55 C -0.27 -2.73 -3.63
56 C 1.10 -2.80 -3.86
57 C -0.81 -2.66 -2.23
58 O -1.95 -2.98 -1.97
59 O 0.07 -2.25 -1.33
60 H 1.05 -2.87 -7.25
61 H -1.39 -2.75 -6.82
62 H -2.22 -2.68 -4.47
63 H 1.80 -2.82 -3.03

Its spin multiplicity is 4. The calculation puts the HOMO-LUMO gap (alpha / beta) at 8.14 / 8.36 eV. For the LUMO energy (alpha / beta), the calculation gives -0.48 / -0.48 eV.